Entry w
One molecule with the formula C3H3N3O, computed with ωB97M-V with the def2-TZVPD basis set.

Summary:
Kohn-Sham gap (alpha / beta) = 0.26917 / 0.22291 hartree
HOMO level (alpha / beta) = -8.63 / -7.92 eV

Cartesian coordinates (Å):
C1 -1.7538 -0.2345 0.0745
C2 1.0059 -1.2875 -0.9435
C3 0.7755 0.7469 0.5787
N1 -2.4879 -0.9204 0.6917
N2 1.4163 -0.6587 -0.0565
N3 -1.2171 0.7276 -0.5984
O1 0.0160 1.2337 -0.3445
H1 0.1865 -1.5692 -1.5593
H2 0.4005 0.5624 1.5450
H3 1.6580 1.3998 0.6122


Entry x
A 2-piece molecular cluster, C3H3N3O overall, computed with ωB97M-V with the def2-TZVPD basis set.

Summary:
Kohn-Sham gap (alpha / beta) = 0.36366 / 0.36360 hartree
HOMO level (alpha / beta) = -10.72 / -10.72 eV

Cartesian coordinates (Å):
C1 -1.2664 1.5787 -0.3790
C2 -2.0232 -0.7337 -0.1155
C3 -0.9189 0.1557 -0.2669
N1 -1.3917 2.7156 -0.4195
N2 -3.0257 -1.2743 0.0548
N3 0.1071 -0.4185 -0.9277
O1 -0.4196 0.1287 1.6123
H1 0.9844 -0.0235 -0.9475
H2 0.1017 -1.5052 -1.0509
H3 -1.3827 0.0429 1.9744


Which structure is most stable? entry x, by 3.506 eV over the runner-up.


Entry w
One molecule with the formula C3H3N3O, computed with ωB97M-V with the def2-TZVPD basis set.

Summary:
structure (SMILES) = [H]/N=N/C=C\N=C=O
Kohn-Sham gap = 0.33712 hartree
HOMO level = -9.45 eV

Cartesian coordinates (Å):
H1 -2.5398 -0.4647 0.9451
N1 -1.9237 -1.0065 0.3185
N2 -0.8666 -0.3495 0.2537
C1 0.1365 -0.8745 -0.5739
C2 1.2318 -0.1037 -0.6830
N3 1.3927 1.1065 -0.0200
C3 0.6080 1.6730 0.7350
O1 0.0105 2.3559 1.4677
H2 0.0035 -1.8205 -1.0975
H3 2.0705 -0.3823 -1.3108


Entry x
One molecule with the formula C3H3N3O, computed with ωB97M-V with the def2-TZVPD basis set.

Summary:
Kohn-Sham gap (alpha / beta) = 0.27543 / 0.30216 hartree
HOMO level (alpha / beta) = -8.78 / -9.02 eV

Cartesian coordinates (Å):
C1 -2.7925 0.0102 0.1735
C2 0.0798 -0.8504 0.5771
C3 0.7893 0.2263 0.4121
N1 -3.6839 -0.5021 -0.2867
N2 -1.0922 1.4282 -0.1063
N3 -1.7082 0.4896 0.7071
O1 0.3325 1.4523 0.1170
H1 -0.2314 -1.8276 0.7173
H2 1.8876 0.1518 0.3097
H3 -1.3667 1.3914 -1.1511


Which structure is most stable? entry w, by 5.452 eV over the runner-up.


Entry w
One molecule with the formula C3H3N3O, computed with ωB97M-V with the def2-TZVPD basis set.

Summary:
structure (SMILES) = O=Cc1cnn[nH]1
Kohn-Sham gap = 0.38494 hartree
HOMO level = -10.42 eV

Cartesian coordinates (Å):
O1 -1.3535 0.4503 1.8250
C1 -0.9809 -0.4703 1.1394
C2 0.1663 -0.3450 0.2220
C3 -0.1506 -0.4067 -1.1165
N1 0.5551 0.5383 -1.7820
N2 1.3462 1.1306 -0.9434
N3 1.1141 0.6341 0.2636
H1 -1.5681 -1.3938 1.0038
H2 -0.8984 -1.0197 -1.6029
H3 1.7698 0.8821 0.9909


Entry x
One molecule with the formula C3H3N3O, computed with ωB97M-V with the def2-TZVPD basis set.

Summary:
Kohn-Sham gap = 0.31406 hartree
HOMO level = -8.73 eV

Cartesian coordinates (Å):
N1 2.8057 -0.0303 0.2338
C1 1.6187 -0.3019 0.1852
N2 -0.3061 1.6156 -0.5580
N3 -0.5978 0.4965 -0.1620
O1 -2.4502 -0.5509 0.8544
C2 -2.0349 0.1864 0.0144
C3 0.3270 -0.5530 0.2377
H1 3.3405 -0.1507 -0.6257
H2 -2.6169 0.8031 -0.6894
H3 -0.0860 -1.5150 0.5095


Which structure is most stable? entry w, by 2.279 eV over the runner-up.


Entry w
One molecule with the formula C3H3N3O, computed with ωB97M-V with the def2-TZVPD basis set.

Summary:
structure (SMILES) = [H]/N=c1\cnocn1
Kohn-Sham gap = 0.37056 hartree
HOMO level = -9.96 eV

Cartesian coordinates (Å):
H1 2.6072 0.6068 0.0825
N1 2.0705 -0.2646 -0.0275
C1 0.8188 -0.1766 0.0255
C2 0.0940 1.0829 -0.0150
N2 -1.1842 1.2073 -0.0106
O1 -1.8759 0.0122 0.0230
C3 -1.2126 -1.1875 -0.0447
N3 0.0427 -1.3570 0.0177
H2 0.6249 2.0337 -0.0321
H3 -1.9855 -1.9570 -0.0187


Entry x
One molecule with the formula C3H3N3O, computed with ωB97M-V with the def2-TZVPD basis set.

Summary:
structure (SMILES) = [H]/N=N/C=C\N=C=O
Kohn-Sham gap = 0.33316 hartree
HOMO level = -9.42 eV

Cartesian coordinates (Å):
H1 1.7739 1.7591 0.2329
N1 1.0636 1.0471 0.0332
N2 -0.0638 1.5841 0.1151
C1 -1.1233 0.6932 -0.0901
C2 -1.0707 -0.6498 -0.1634
N3 -0.0074 -1.5057 -0.0401
C3 1.2001 -1.3654 0.1027
O1 2.3466 -1.5450 0.2534
H2 -2.1043 1.1462 -0.1409
H3 -2.0148 -1.1638 -0.3027


Which structure is most stable? entry x, by 0.507 eV over the runner-up.


Entry w
One molecule with the formula C3H3N3O, computed with ωB97M-V with the def2-TZVPD basis set.

Summary:
Kohn-Sham gap = 0.32267 hartree
HOMO level = -10.19 eV

Cartesian coordinates (Å):
O1 -2.4335 -0.6420 1.0706
C1 -1.9309 0.1109 0.2689
N1 -0.5642 0.1813 -0.0477
C2 0.2165 -0.7226 0.4425
N2 1.5754 -0.7129 0.2036
C3 1.7514 0.3333 -0.5344
N3 1.3351 1.3178 -1.1391
H1 -2.5265 0.8430 -0.2994
H2 -0.1415 -1.5437 1.0626
H3 2.7182 0.8349 -1.0276


Entry x
A 2-piece molecular cluster, C3H3N3O overall, computed with ωB97M-V with the def2-TZVPD basis set.

Summary:
structure (SMILES) = N=C=CC=O.N#N
Kohn-Sham gap = 0.38032 hartree
HOMO level = -9.61 eV

Cartesian coordinates (Å):
N1 2.4061 -0.3441 0.7258
C1 1.2542 -0.4946 0.3518
C2 0.0155 -0.7025 -0.0452
C3 -1.1685 -0.2055 0.7112
O1 -1.3798 -0.4120 1.8809
H1 2.8978 0.4846 0.3958
H2 -0.1342 -1.2079 -0.9949
H3 -1.8688 0.4111 0.1142
N2 -0.5883 1.1362 -2.3336
N3 -1.4085 1.7007 -1.8629


Entry y
One molecule with the formula C3H3N3O, computed with ωB97M-V with the def2-TZVPD basis set.

Summary:
structure (SMILES) = O=Nc1c[nH]cn1
Kohn-Sham gap = 0.31982 hartree
HOMO level = -9.18 eV

Cartesian coordinates (Å):
O1 -1.2714 -2.1892 1.3856
N1 -1.7114 -1.4246 0.5196
C1 -0.7564 -0.5270 0.1224
C2 0.5310 -0.3540 0.5630
N2 1.0258 0.6743 -0.1879
C3 0.0151 1.1432 -1.0412
N3 -1.0553 0.4346 -0.8536
H1 1.1529 -0.8146 1.3422
H2 1.9246 1.1156 -0.0773
H3 0.1450 1.9417 -1.7729


Entry z
A 2-piece molecular cluster, C3H3N3O overall, computed with ωB97M-V with the def2-TZVPD basis set.

Summary:
Kohn-Sham gap = 0.40658 hartree
HOMO level = -10.22 eV

Cartesian coordinates (Å):
O1 3.2148 -0.1355 0.2633
C1 2.2383 -0.6878 0.3967
N1 0.4279 0.4250 -0.1156
C2 -0.5264 1.2442 -0.4789
N2 -1.7618 0.7054 -0.3761
C3 -1.5135 -0.5136 0.0788
N3 -0.1823 -0.7101 0.2462
H1 0.6813 -1.3232 0.5215
H2 -0.2953 2.2435 -0.8197
H3 -2.2830 -1.2479 0.2838


Which structure is most stable? entry x, by 0.495 eV over the runner-up.


Entry w
One molecule with the formula C7H13NSSi, computed with ωB97M-V with the def2-TZVPD basis set.

Summary:
structure (SMILES) = C[Si](C)(C)/N=C/C=C\C=S
Kohn-Sham gap = 0.28415 hartree
HOMO level = -8.34 eV

Cartesian coordinates (Å):
C1 1.9838 0.0984 -1.7413
Si1 1.2296 0.3093 0.0067
C2 2.1149 -0.7218 1.3153
C3 1.0989 2.2243 0.3044
N1 -0.4511 -0.2794 -0.1368
C4 -0.9014 -1.2446 0.5098
C5 -2.1789 -1.7891 0.0105
C6 -3.0423 -0.9296 -0.5603
C7 -3.1160 0.4301 -0.2309
S1 -2.9613 0.8225 1.3566
H1 1.3149 0.0648 -2.5708
H2 2.3151 1.0787 -1.7790
H3 2.7093 -0.6110 -1.9834
H4 3.1770 -0.9888 1.3027
H5 1.8730 -0.1863 2.3260
H6 1.5977 -1.7014 1.3625
H7 0.6913 2.6290 1.1926
H8 2.1368 2.6777 0.3007
H9 0.5527 2.7941 -0.4743
H10 -0.4246 -1.8508 1.3610
H11 -2.3381 -2.9063 0.0236
H12 -3.9230 -1.1987 -1.0518
H13 -3.4583 1.2789 -0.8438


Entry x
One molecule with the formula C7H13NSSi, computed with ωB97M-V with the def2-TZVPD basis set.

Summary:
structure (SMILES) = CC(=S)N1C(C)=C1[SiH](C)C
Kohn-Sham gap (alpha / beta) = 0.27966 / 0.27964 hartree
HOMO level (alpha / beta) = -7.68 / -7.68 eV

Cartesian coordinates (Å):
C1 -1.4346 0.2113 3.3150
C2 -0.5216 0.9606 2.4209
S1 0.3226 2.2571 3.0840
N1 -0.5368 0.5148 1.1637
C3 -1.0262 -0.4712 0.4114
C4 -2.1038 -1.4766 0.4100
C5 0.0460 -0.0463 -0.2300
Si1 0.7855 1.1835 -1.4161
C6 1.2958 0.0952 -2.9185
C7 2.3531 1.7226 -0.5678
H1 -2.1530 -0.5258 2.8850
H2 -0.7077 -0.5069 3.8734
H3 -1.9544 0.8620 4.0852
H4 -3.0885 -0.9747 0.5476
H5 -2.0361 -2.0092 -0.5067
H6 -1.9661 -2.0667 1.3921
H7 -0.1562 2.4325 -1.7362
H8 0.9303 0.5732 -3.9885
H9 2.4040 0.0141 -3.0860
H10 0.9831 -0.9121 -2.7959
H11 3.0502 0.9359 -0.5086
H12 2.7084 2.6359 -1.0111
H13 2.0366 1.9009 0.4079


Which structure is most stable? entry w, by 2.187 eV over the runner-up.